{"formula": "C30H39NP", "method": "ωB97M-V with the def2-TZVPD basis set", "elements": ["C", "C", "C", "P", "C", "C", "C", "C", "C", "C", "H", "H", "H", "H", "H", "H", "H", "H", "H", "H", "H", "H", "H", "H", "H", "H", "H", "H", "H", "H", "H", "C", "N", "C", "C", "C", "C", "C", "C", "C", "C", "C", "C", "C", "C", "C", "C", "C", "C", "C", "C", "C", "C", "H", "H", "H", "H", "H", "H", "H", "H", "H", "H", "H", "H", "H", "H", "H", "H", "H", "H"], "coordinates": [[-1.1595, -1.4159, -3.9285], [-1.0180, -1.2608, -2.4113], [-2.3432, -1.3217, -1.6363], [-0.0706, 0.2603, -1.8967], [1.5641, 0.0072, -2.7563], [2.0817, -1.4266, -2.5932], [2.6015, 1.0241, -2.2707], [-0.7792, 1.6548, -2.9437], [-0.1080, 2.9914, -2.5917], [-2.3084, 1.7662, -2.8386], [-1.6960, -2.3530, -4.1298], [-1.7362, -0.5997, -4.3787], [-0.1914, -1.4980, -4.4383], [-0.4045, -2.1081, -2.0558], [-2.7734, -2.3248, -1.7568], [-2.1581, -1.1568, -0.5659], [-3.0771, -0.5849, -1.9957], [1.3183, 0.2057, -3.8165], [3.0733, -1.4920, -3.0622], [2.1776, -1.6864, -1.5273], [1.4377, -2.1647, -3.0876], [3.6069, 0.6254, -2.4637], [2.5182, 1.9863, -2.7896], [2.5091, 1.2009, -1.1882], [-0.5074, 1.3814, -3.9790], [-0.7539, 3.8229, -2.9022], [0.0787, 3.0866, -1.5109], [0.8405, 3.1299, -3.1149], [-2.6391, 2.7231, -3.2643], [-2.8476, 0.9963, -3.4015], [-2.6452, 1.7317, -1.7928], [-5.1978, 0.6289, 3.1161], [-3.8725, 0.6592, 3.7003], [-3.8231, 0.5491, 5.1452], [-2.7676, 0.2860, 2.9463], [-2.3901, 1.0646, 1.8191], [-1.1585, 0.8527, 1.2190], [-0.3600, -0.2522, 1.5955], [0.9992, -0.3658, 1.1159], [1.7257, -1.6090, 0.9454], [3.1257, -1.3176, 0.8118], [4.0638, -2.3351, 0.7123], [3.6197, -3.6568, 0.8199], [2.2522, -3.9495, 0.9611], [1.2934, -2.9328, 0.9771], [3.2872, 0.1231, 0.9396], [1.9874, 0.7032, 1.1646], [1.8945, 2.0522, 1.5173], [3.0695, 2.7995, 1.6348], [4.3260, 2.2451, 1.3301], [4.4418, 0.8960, 0.9731], [-0.8504, -1.1437, 2.5801], [-1.9893, -0.8381, 3.2950], [-5.1710, 0.9087, 2.0559], [-5.6440, -0.3798, 3.1975], [-5.8382, 1.3330, 3.6603], [-2.8961, 1.0036, 5.5227], [-4.6741, 1.0902, 5.5720], [-3.8563, -0.4987, 5.4864], [-3.0156, 1.9062, 1.5128], [-0.7889, 1.5431, 0.4586], [5.1208, -2.0933, 0.5609], [4.3298, -4.4768, 0.8253], [1.9351, -4.9835, 1.0730], [0.2306, -3.1515, 1.0376], [0.9288, 2.5038, 1.7296], [3.0212, 3.8360, 1.9721], [5.2214, 2.8643, 1.4164], [5.4007, 0.4262, 0.7337], [-0.2679, -2.0239, 2.8276], [-2.3040, -1.4675, 4.1272]], "orbital_gap_ha": 0.1874, "e_homo_ev": -10.484, "total_charge": 1, "lumo_ev": -5.38, "spin_multiplicity": 1}